[1]
ORCA calculation (the ωB97M-V functional and the def2-TZVPD basis) on C27H29F5N2O8P2STeV as an isolated structure.

Multiplicity: 2
Max |F| (eV/A): 3.05
LUMO level (spin up / spin down) (eV): -1.359 / -1.010
<S²>: 0.768
Total energy (hartree): -4550.0623
Frontier orbital gap (spin up / spin down) (Eh): 0.231 / 0.244

XYZ file:
```
76
C27H29F5N2O8P2STeV, DFT the ωB97M-V functional and the def2-TZVPD basis
V -0.018 0.576 -0.434
O 1.274 0.476 -1.732
C 1.481 0.143 -3.007
C 2.818 -0.147 -3.419
C 3.022 -0.402 -4.742
C 1.928 -0.634 -5.612
C 0.655 -0.493 -5.169
C 0.429 -0.011 -3.894
C -0.908 -0.005 -3.327
N -1.194 0.148 -2.094
N -2.577 0.040 -1.851
C -2.751 0.332 -0.619
O -1.726 0.545 0.185
C -4.059 0.264 0.058
C -4.208 0.427 1.434
C -5.488 0.342 1.952
C -6.628 0.309 1.136
C -6.441 0.038 -0.192
C -5.156 0.054 -0.757
H 3.602 -0.134 -2.675
H 4.030 -0.591 -5.036
H 2.213 -1.075 -6.574
H -0.206 -0.781 -5.698
H -1.736 -0.288 -3.960
H -3.342 0.553 2.110
H -5.738 0.430 3.014
H -7.598 0.456 1.573
H -7.268 -0.154 -0.877
H -5.096 -0.151 -1.777
C 0.106 -1.071 3.470
O 1.221 -0.382 2.810
P 0.937 0.879 1.844
O 2.460 1.290 1.585
C 3.508 1.229 2.501
O 0.382 2.017 2.779
C -1.034 1.979 3.169
H -0.026 -0.674 4.454
H 0.479 -2.066 3.584
H -0.738 -1.065 2.773
H 4.330 1.697 1.974
H 3.718 0.210 2.737
H 3.331 1.916 3.354
H -1.238 1.005 3.582
H -1.630 2.229 2.293
H -1.107 2.762 3.943
C 4.185 -3.415 2.239
C 3.841 -4.320 1.092
O 2.655 -3.794 0.540
P 2.493 -2.473 -0.331
O 3.203 -1.256 0.046
Te 0.033 -2.158 -0.275
O 2.865 -2.953 -1.851
C 2.150 -4.065 -2.432
C 1.755 -3.635 -3.816
H 5.007 -3.856 2.862
H 3.274 -3.369 2.847
H 4.361 -2.367 1.895
H 3.646 -5.321 1.404
H 4.583 -4.451 0.305
H 1.260 -4.190 -1.816
H 2.799 -4.919 -2.505
H 1.296 -2.662 -3.766
H 1.071 -4.352 -4.335
H 2.723 -3.480 -4.338
F -2.884 6.068 3.228
C -2.245 5.337 2.391
C -2.819 4.690 1.325
F -4.135 4.816 1.201
C -2.047 3.939 0.448
F -2.722 3.284 -0.480
C -0.687 3.817 0.524
S 0.288 2.984 -0.652
C -0.112 4.498 1.578
F 1.223 4.501 1.773
C -0.869 5.180 2.507
F -0.201 5.705 3.525
```


[2]
ORCA calculation (the ωB97M-V functional and the def2-TZVPD basis) on a 2-piece molecular cluster, C5H9BrO overall.

SMILES: C=C1O[C@@H]1C.CBr
Max |F| (eV/A): 5.81
LUMO level (eV): 0.580
Total energy (hartree): -2845.0297
Frontier orbital gap (Eh): 0.359

XYZ file:
```
16
C5H9BrO, DFT the ωB97M-V functional and the def2-TZVPD basis
C 1.084 -0.611 -1.846
C 0.436 -1.179 -0.837
O -0.713 -1.967 -0.724
C -0.054 -1.485 0.512
C -0.819 -0.534 1.455
H 0.509 -0.727 -2.742
H 2.083 -0.176 -1.915
H 0.339 -2.369 1.023
H -1.404 0.172 0.848
H -0.184 0.157 1.992
H -1.300 -1.182 2.119
C 1.170 2.331 -1.704
Br -0.440 2.864 -0.540
H 1.444 2.609 -2.634
H 1.059 1.240 -1.686
H 1.979 2.362 -0.984
```


[3]
ORCA calculation (the ωB97M-V functional and the def2-TZVPD basis) on a 5-piece molecular cluster, C18H30F2O12S3 overall.

SMILES: O=C1OC[C@@H](F)O1.O=C1OC[C@@H](F)O1.O=S1(=O)CCCC1.O=S1(=O)CCCC1.O=S1(=O)CCCC1
Max |F| (eV/A): 2.36
LUMO level (eV): 0.196
Total energy (hartree): -3001.0261
Frontier orbital gap (Eh): 0.373

XYZ file:
```
65
C18H30F2O12S3, DFT the ωB97M-V functional and the def2-TZVPD basis
O -2.297 -0.885 0.271
C -2.244 -0.149 1.186
O -2.292 -0.528 2.489
C -2.440 0.557 3.342
C -2.317 1.781 2.429
F -1.093 2.378 2.614
O -2.275 1.212 1.148
H -3.449 0.588 3.768
H -1.741 0.639 4.172
H -3.142 2.485 2.414
O 2.038 2.076 -0.740
C 1.912 1.009 -0.241
O 0.759 0.343 -0.165
C 0.995 -1.035 0.169
C 2.504 -1.107 0.299
F 3.013 -1.789 -0.791
O 2.942 0.205 0.193
H 0.481 -1.023 1.132
H 0.530 -1.731 -0.519
H 2.814 -1.658 1.183
O -1.494 -2.815 3.972
S -0.118 -2.491 4.220
O 0.525 -1.441 3.466
C 0.157 -2.274 6.004
C 1.500 -2.965 6.226
C 1.464 -4.307 5.483
C 0.871 -4.005 4.096
H -0.613 -2.921 6.432
H 0.012 -1.227 6.242
H 2.246 -2.287 5.801
H 1.659 -3.120 7.292
H 0.880 -5.037 6.043
H 2.485 -4.667 5.383
H 0.304 -4.759 3.564
H 1.746 -3.694 3.518
O -1.626 5.388 0.002
S -2.331 4.315 -0.649
O -3.423 3.604 -0.028
C -2.920 4.880 -2.261
C -1.618 5.026 -3.009
C -0.784 3.764 -2.732
C -1.063 3.210 -1.316
H -3.438 5.826 -2.110
H -3.609 4.137 -2.655
H -1.706 5.147 -4.091
H -1.071 5.918 -2.699
H 0.287 3.961 -2.811
H -0.934 2.997 -3.495
H -0.198 3.343 -0.675
H -1.458 2.200 -1.292
O 0.923 -0.816 -7.358
S 1.488 -0.522 -6.076
O 2.344 0.617 -5.885
C 0.199 -0.458 -4.820
C 0.498 -1.594 -3.832
C 1.996 -1.881 -3.932
C 2.365 -1.957 -5.392
H -0.773 -0.620 -5.287
H 0.092 0.509 -4.330
H 0.213 -1.395 -2.804
H -0.023 -2.477 -4.214
H 2.293 -2.725 -3.308
H 2.563 -1.041 -3.511
H 1.978 -2.855 -5.880
H 3.416 -1.864 -5.648
```


[4]
ORCA calculation (the ωB97M-V functional and the def2-TZVPD basis) on C12H26BMnN2O2P2 as an isolated structure.

Multiplicity: 5
Charge: +2
Max |F| (eV/A): 2.80
LUMO level (spin up / spin down) (eV): -9.778 / -8.472
<S²>: 6.112
Total energy (hartree): -2590.8085
Frontier orbital gap (spin up / spin down) (Eh): 0.202 / 0.252

XYZ file:
```
46
C12H26BMnN2O2P2, DFT the ωB97M-V functional and the def2-TZVPD basis
Mn 0.055 0.385 0.058
P -2.150 0.181 -0.399
C -2.102 0.636 -2.220
C -0.817 1.301 -2.668
N 0.244 1.262 -1.821
C 1.492 1.499 -2.304
C 1.659 2.208 -3.488
C 0.542 2.470 -4.282
C -0.702 1.975 -3.885
C 2.639 1.062 -1.418
P 2.215 -0.374 -0.352
H -1.597 2.101 -4.500
H 2.662 2.557 -3.764
H 0.643 3.039 -5.207
H 3.536 0.768 -1.973
H 2.948 1.868 -0.737
H -2.274 -0.316 -2.716
H -2.960 1.307 -2.372
H -1.451 -2.862 -3.181
O -1.475 -2.270 -3.949
H -2.308 -2.499 -4.398
H -0.195 -2.553 -0.966
O -0.451 -3.415 -1.323
H 0.380 -3.750 -1.711
C 2.685 -1.785 -1.422
H 3.734 -1.635 -1.730
H 2.597 -2.734 -0.865
H 2.034 -1.806 -2.313
C 3.434 -0.383 1.017
H 3.292 -1.305 1.607
H 4.459 -0.361 0.612
H 3.267 0.489 1.671
C -2.937 1.626 0.355
H -3.946 1.777 -0.038
H -2.979 1.444 1.435
H -2.334 2.523 0.184
C -3.348 -1.167 -0.283
H -3.537 -1.375 0.777
H -4.295 -0.890 -0.768
H -2.953 -2.075 -0.754
B 0.026 0.093 4.621
C 0.084 0.303 3.118
N 0.134 0.507 1.960
H 1.027 -0.519 4.970
H -0.993 -0.515 4.908
H 0.014 1.207 5.119
```